ORCA calculation (ωB97M-V/def2-TZVPD) on a cluster of 5 separate species, CH12N2O4 in total at a distorted geometry.

Calculated values
- Energy above the lowest of the compared OMol25 structures with the same formula, charge and spin: 90.8 kJ/mol
- SMILES: [H]/N=C/N.O.O.O.O
- F_max: 1.40 eV Å⁻¹
- HOMO: -8.9527 eV
- Energy: -455.76145 hartree
- E_LUMO: 0.01652 Eh

```
19
Properties=species:S:1:pos:R:3:nbo_charge:R:1
H 0.89 -0.85 -2.48 0.47
H 0.22 0.03 1.15 0.50
H 0.70 2.58 0.84 0.34
N -0.16 2.04 0.86 -0.79
O -0.09 -0.89 1.33 -0.98
C -0.55 1.82 -0.34 0.30
H -2.17 0.91 0.28 0.42
H -2.08 0.98 -1.43 0.39
H 0.04 -1.36 -1.37 0.48
H -2.55 -0.84 2.17 0.49
H 0.69 -1.39 1.52 0.47
H 4.54 -2.25 -1.27 0.47
N -1.83 1.36 -0.55 -0.81
H 5.14 -1.11 -0.47 0.47
O 0.00 -0.83 -2.19 -0.95
O 4.35 -1.35 -0.97 -0.94
O -3.24 -0.30 1.76 -0.95
H -3.96 -0.43 2.38 0.47
H 0.09 1.89 -1.21 0.16
```